# C31H27GeI2N3O2V

C31H27GeI2N3O2V as an isolated structure (the ωB97M-V functional and the def2-TZVPD basis, OMol25).

Geometry as XYZ:
```
67
Properties=species:S:1:pos:R:3:forces:R:3:lowdin_charge:R:1
V -0.265138 -0.472121 0.249318 -0.6 0.1 -0.6 0.931
I 3.249032 0.258153 3.816435 -0.1 0.1 0.1 1.023
C 1.176148 0.432749 3.953672 0.4 -0.2 -0.3 -0.619
C 0.582399 0.860590 5.160220 0.0 0.0 0.1 -0.196
C -0.766047 1.047880 5.258347 -0.1 0.1 0.4 -0.647
I -1.563743 1.679999 7.087240 0.1 -0.1 -0.2 1.004
C -1.599677 0.839056 4.132153 -0.1 -0.1 -0.3 -0.195
C -2.992891 1.060056 4.077085 0.1 0.0 0.0 0.002
C -3.672755 0.857117 2.905337 -0.2 0.0 0.1 -0.014
C -2.984246 0.421950 1.772036 0.2 -0.1 -0.2 -0.089
N -1.683671 0.190310 1.777043 0.3 0.0 0.0 0.030
C -0.986975 0.396686 2.943876 0.0 -0.1 -0.4 -0.148
C 0.411730 0.168862 2.846342 -0.2 0.2 0.5 -0.405
O 0.897463 -0.247938 1.664291 0.4 -0.2 0.1 -0.304
H 1.213554 1.054441 6.016357 0.0 0.0 0.0 0.090
H -3.511487 1.404921 4.962736 0.0 0.0 0.0 0.079
H -4.736679 1.037720 2.837330 0.0 0.0 0.0 0.123
H -3.501697 0.256214 0.833062 0.0 0.0 0.0 0.124
N 1.121495 -0.595011 -1.376479 -0.5 -0.1 0.3 0.124
C 1.959121 -0.737138 -2.171439 0.2 0.2 0.2 -0.202
N 2.918025 -0.838852 -3.026484 -0.1 -0.1 -0.1 -0.044
C 2.917698 -1.883666 -4.075950 0.1 0.0 -0.1 -0.086
C 3.466386 -1.277588 -5.357333 0.0 0.1 0.1 -0.174
O 4.726524 -0.687839 -5.123878 0.0 0.0 0.0 -0.102
C 4.624408 0.407875 -4.237715 -0.1 0.0 0.0 -0.173
C 4.170142 -0.061073 -2.866883 0.1 0.0 0.0 -0.070
H 1.903007 -2.245236 -4.224288 0.0 0.0 0.0 0.123
H 3.553022 -2.710014 -3.753372 0.0 0.0 0.1 0.138
H 2.761372 -0.533262 -5.747139 0.0 0.0 0.0 0.137
H 3.604614 -2.058284 -6.101498 0.0 0.0 0.0 0.141
H 3.921785 1.152780 -4.629923 0.0 0.0 0.0 0.137
H 5.611575 0.856639 -4.162260 0.0 0.0 0.0 0.142
H 3.986490 0.784180 -2.206715 0.0 0.0 0.0 0.140
H 4.929991 -0.709642 -2.429071 0.0 -0.1 0.1 0.140
C 2.219733 -3.055800 2.328723 -0.2 0.0 0.1 -0.200
Ge 0.787382 -3.112500 1.058211 0.4 -0.3 -0.1 1.185
C 1.290166 -4.091015 -0.540866 0.0 0.1 0.0 -0.277
C 2.101927 -5.180275 -0.196528 0.0 0.0 0.0 -0.102
C 2.495249 -6.105861 -1.153734 0.0 0.0 0.0 -0.043
C 2.107158 -5.938919 -2.473201 0.0 0.0 0.0 -0.040
C 1.327878 -4.847111 -2.832680 -0.1 0.1 0.0 -0.070
C 0.919455 -3.926624 -1.880007 0.1 -0.2 0.1 -0.124
C -1.016908 -3.014300 1.674757 0.0 0.1 -0.3 -0.272
C -1.270136 -3.227365 3.010990 -0.1 0.0 -0.1 -0.058
C -2.599941 -3.350948 3.463057 0.0 0.0 0.1 -0.027
C -3.640788 -3.245493 2.584467 0.0 0.0 0.0 0.020
C -3.420569 -2.956811 1.212876 0.1 0.1 -0.1 -0.154
C -4.484053 -2.746695 0.303345 -0.1 0.0 0.1 0.011
C -4.256310 -2.350594 -0.985814 0.1 0.1 -0.1 -0.038
C -2.937759 -2.151211 -1.438271 0.0 -0.1 0.1 -0.029
C -1.884716 -2.389583 -0.585261 0.0 0.0 0.1 -0.129
C -2.090931 -2.817704 0.751929 -0.1 0.1 0.1 -0.208
H 2.515507 -4.058802 2.637909 0.0 0.0 0.0 0.047
H 1.919972 -2.482782 3.202243 0.1 0.0 0.0 -0.004
H 3.066924 -2.573587 1.844275 0.0 0.0 0.1 0.040
H 2.427476 -5.325429 0.826853 0.0 0.0 -0.1 0.092
H 3.106723 -6.949622 -0.863170 0.0 0.0 0.0 0.122
H 2.414222 -6.655650 -3.223792 0.0 0.0 0.0 0.122
H 1.025834 -4.716114 -3.864620 0.0 0.0 0.0 0.116
H 0.326962 -3.086525 -2.203197 -0.1 0.0 -0.1 0.071
H -0.455495 -3.339424 3.717608 0.0 0.0 0.0 0.117
H -2.786478 -3.553521 4.509736 0.0 0.0 0.0 0.124
H -4.659342 -3.357173 2.937661 0.0 0.0 0.0 0.133
H -5.502057 -2.885165 0.650137 0.0 0.0 0.0 0.133
H -5.082585 -2.187311 -1.664329 0.0 0.0 0.0 0.123
H -2.760998 -1.851673 -2.463913 0.0 0.0 0.0 0.124
H -0.869927 -2.376346 -0.979063 0.1 0.0 -0.1 0.032
```
Forces are in eV/Å.

The HOMO energy (alpha / beta) comes out at -13.0295 / -13.0304 eV. The multiplicity is 4. Its energy above the lowest of the compared OMol25 structures with the same formula, charge and spin is 0.0 kJ/mol. The LUMO energy (alpha / beta) is -6.75 / -7.29 eV. The calculation puts the HOMO-LUMO gap (alpha / beta) at 6.28 / 5.74 eV. As for the total charge: +2. As for the expectation value of S²: 3.77.